1.
Computed, not measured: a structure of composition C21H22BrClMnN4O5S in a non-equilibrium geometry, with ωB97M-V/def2-TZVPD.

Computed properties:
**Gap between HOMO and LUMO (alpha / beta)**: 6.2 / 7.1 eV
**HOMO energy (alpha / beta)**: -10.93 / -11.04 eV
**Multiplicity**: 5
**Charge**: +1
**F_max**: 1.02 eV/Å

Last column: natural (NBO) charge in e.
Geometry (Å):
1 Mn 0.0770 -0.2517 0.4955  1.540
2 Br 0.3111 -6.1293 5.0045  0.096
3 C 0.2365 -4.8194 3.6433  -0.130
4 C 0.1397 -5.2230 2.3052  -0.144
5 C 0.0551 -4.2868 1.3062  -0.247
6 C 0.0632 -2.9100 1.5940  0.383
7 O -0.0339 -2.0456 0.6215  -0.724
8 C 0.1599 -2.5107 2.9552  -0.179
9 C 0.1574 -1.1436 3.3350  0.242
10 N 0.0300 -0.1290 2.5358  -0.574
11 C 0.0665 1.2001 3.0072  0.096
12 C 0.2841 1.6167 4.2989  -0.176
13 C 0.2783 2.9836 4.6215  -0.178
14 C 0.0375 3.9339 3.6707  -0.161
15 C -0.1731 3.5480 2.3297  -0.100
16 C -0.4076 4.4611 1.2827  -0.058
17 C -0.5517 3.9965 0.0028  -0.263
18 C -0.4664 2.6235 -0.2383  0.135
19 N -0.2910 1.7340 0.7199  -0.539
20 C -0.1377 2.1758 2.0026  0.244
21 C 0.2515 -3.4907 3.9635  -0.154
22 H 0.1282 -6.2781 2.0696  0.244
23 H -0.0242 -4.5839 0.2694  0.235
24 H 0.2602 -0.9634 4.4023  0.201
25 H 0.4690 0.9077 5.0931  0.224
26 H 0.4680 3.2776 5.6443  0.238
27 H 0.0160 4.9844 3.9278  0.234
28 H -0.4699 5.5195 1.4997  0.236
29 H -0.7271 4.6664 -0.8257  0.243
30 H -0.5411 2.2380 -1.2445  0.221
31 H 0.3258 -3.1829 4.9987  0.232
32 O 2.3706 -0.7077 0.9051  -0.878
33 Cl 2.9547 0.4801 0.2885  2.566
34 O 3.1789 1.4653 1.2798  -0.804
35 O 4.1009 0.1499 -0.4591  -0.778
36 O 1.8978 0.9469 -0.6244  -0.910
37 C 1.0622 -1.6075 -2.6095  -0.424
38 N 0.2526 -0.6739 -3.3800  -0.398
39 C 0.9872 -0.0744 -4.4913  -0.413
40 C -0.9501 -0.2306 -3.0027  0.406
41 S -1.5510 -0.3139 -1.3825  -0.211
42 N -1.7702 0.2842 -3.9332  -0.406
43 C -1.8038 -0.2226 -5.3019  -0.414
44 C -2.9336 1.0862 -3.5747  -0.411
45 H 1.4341 -2.3797 -3.2849  0.219
46 H 0.4796 -2.0791 -1.8241  0.229
47 H 1.9168 -1.0960 -2.1764  0.229
48 H 1.9690 0.2263 -4.1228  0.230
49 H 0.4774 0.8101 -4.8600  0.219
50 H 1.1260 -0.7872 -5.3054  0.213
51 H -1.1350 -1.0691 -5.4203  0.223
52 H -1.5411 0.5520 -6.0233  0.215
53 H -2.8171 -0.5638 -5.5190  0.221
54 H -2.7253 1.6884 -2.6960  0.225
55 H -3.8026 0.4603 -3.3590  0.216
56 H -3.1696 1.7372 -4.4150  0.218

2.
Computed, not measured: a structure of composition C21H22BrN6O8P2RuS in a non-equilibrium geometry, with ωB97M-V/def2-TZVPD.

Computed properties:
**Gap between HOMO and LUMO (alpha / beta)**: 5.1 / 5.0 eV
**HOMO energy (alpha / beta)**: -10.69 / -10.60 eV
**Multiplicity**: 1
**Charge**: +1
**F_max**: 4.95 eV/Å

Last column: natural (NBO) charge in e.
Geometry (Å):
1 Ru 0.5416 1.0534 -0.4262  0.977
2 N 2.8519 1.8720 4.2940  -0.733
3 C 1.9445 1.9608 3.1178  -0.566
4 C 1.9277 3.3731 2.5769  -0.667
5 P 2.8698 0.8371 1.9252  2.406
6 O 2.4446 -0.6009 2.5327  -1.004
7 O 4.2869 1.1192 2.2557  -1.120
8 O 2.4517 0.9641 0.4824  -1.087
9 P 0.1924 1.3657 3.5465  1.395
10 O 0.7099 0.2407 4.6086  -1.015
11 O -0.3313 1.3928 1.2936  -0.402
12 O -0.0050 0.3910 2.2366  -0.564
13 H 3.7868 1.6945 3.8080  0.487
14 H 2.5994 1.0292 4.8281  0.456
15 H 2.8582 2.7033 4.8921  0.429
16 H 2.9265 3.6899 2.2710  0.245
17 H 1.5301 4.0747 3.3101  0.219
18 H 1.2885 3.4236 1.6925  0.281
19 H 3.0073 -1.3041 2.2044  0.514
20 H -0.0028 -0.2976 4.9612  0.520
21 S -1.5772 1.0860 -1.3888  0.048
22 C -1.9604 -0.4456 -0.4707  0.146
23 N -3.1846 -0.8669 -0.3527  -0.105
24 N -4.1990 -0.1491 -0.7788  -0.251
25 C -5.4063 -0.7196 -1.0324  0.169
26 C -6.4680 0.0706 -1.5004  -0.224
27 C -7.6741 -0.5250 -1.7914  -0.194
28 C -7.8389 -1.8961 -1.6200  -0.168
29 C -6.7876 -2.6811 -1.1550  -0.189
30 C -5.5743 -2.1053 -0.8563  -0.221
31 N -0.9882 -1.1478 0.0405  -0.176
32 N 0.2696 -0.9025 -0.2474  -0.166
33 C 1.1874 -1.8515 0.0677  0.164
34 C 2.5045 -1.7840 -0.4292  -0.214
35 C 3.4002 -2.7875 -0.1248  -0.218
36 C 3.0158 -3.8555 0.6790  -0.183
37 C 1.7218 -3.9180 1.1854  -0.214
38 C 0.8069 -2.9418 0.8750  -0.192
39 H -4.0520 0.8389 -1.0115  0.412
40 H -6.3188 1.1306 -1.6400  0.223
41 H -8.4912 0.0707 -2.1634  0.234
42 H -8.7872 -2.3544 -1.8474  0.230
43 H -6.9214 -3.7457 -1.0360  0.232
44 H -4.7307 -2.6789 -0.5030  0.243
45 H 2.8190 -0.9667 -1.0664  0.235
46 H 4.4010 -2.7560 -0.5321  0.233
47 H 3.7192 -4.6402 0.9032  0.229
48 H 1.4232 -4.7447 1.8110  0.229
49 H -0.2105 -2.9623 1.2328  0.243
50 Br 0.2705 -1.3322 -3.1971  0.122
51 C 1.3800 0.1886 -3.3208  0.175
52 C 2.0542 0.3910 -4.5151  -0.263
53 C 2.8543 1.5140 -4.6494  -0.116
54 C 2.9338 2.3985 -3.5846  -0.203
55 C 2.2098 2.1249 -2.4366  0.133
56 N 1.4612 1.0209 -2.2811  -0.460
57 C 2.0854 3.1801 -1.3144  0.760
58 O 2.8736 4.0913 -1.2662  -0.580
59 O 1.0466 2.9959 -0.6081  -0.656
60 H 1.9439 -0.3328 -5.3065  0.252
61 H 3.3918 1.7016 -5.5648  0.241
62 H 3.5180 3.3054 -3.6138  0.267

3.
Computed, not measured: a structure of composition C21H22Cl2MnN7O3S2 in a non-equilibrium geometry, with ωB97M-V/def2-TZVPD.

Computed properties:
**Gap between HOMO and LUMO (alpha / beta)**: 7.0 / 7.1 eV
**HOMO energy (alpha / beta)**: -4.36 / -4.45 eV
**Multiplicity**: 2
**Charge**: -1
**F_max**: 1.15 eV/Å

Last column: natural (NBO) charge in e.
Geometry (Å):
1 Mn 0.3531 0.0578 -0.3199  0.979
2 N -2.0469 3.5710 1.0632  -0.823
3 C -1.4009 2.3728 0.8334  0.289
4 S 0.3339 2.4084 0.9276  -0.348
5 N -2.1830 1.3502 0.6514  -0.470
6 N -1.5334 0.1520 0.5037  -0.327
7 C -2.2830 -0.8901 0.4366  0.135
8 C -1.7654 -2.2349 0.4187  -0.236
9 C -2.6556 -3.3078 0.2870  -0.149
10 C -2.2252 -4.6175 0.3161  -0.313
11 C -0.8621 -4.8803 0.4885  -0.204
12 C 0.0455 -3.8501 0.6041  -0.246
13 C -0.3646 -2.4992 0.5573  0.385
14 O 0.5112 -1.5535 0.6628  -0.790
15 H -1.4795 4.3886 0.9226  0.392
16 H -2.9918 3.6146 0.7143  0.382
17 H -3.3639 -0.7394 0.4278  0.184
18 H -3.7098 -3.0894 0.1439  0.198
19 H -2.9294 -5.4324 0.2036  0.200
20 H -0.5122 -5.9060 0.5242  0.201
21 H 1.1033 -4.0411 0.7354  0.224
22 O -0.1500 1.3217 -1.8043  -0.523
23 N -0.9816 0.8767 -2.6503  0.160
24 N -0.9300 -0.4006 -2.7638  0.107
25 O -0.0785 -1.1246 -2.0697  -0.634
26 C -1.8218 -1.0666 -3.6389  0.190
27 C -2.6223 -0.3565 -4.5330  -0.242
28 C -3.4772 -1.0449 -5.3739  -0.211
29 C -3.5522 -2.4320 -5.3277  -0.234
30 C -2.7488 -3.1280 -4.4368  -0.193
31 C -1.8817 -2.4540 -3.5918  -0.241
32 H -2.5574 0.7214 -4.5516  0.238
33 H -4.0828 -0.4931 -6.0819  0.207
34 H -4.2378 -2.9636 -5.9752  0.205
35 H -2.7901 -4.2090 -4.3968  0.210
36 H -1.2541 -2.9731 -2.8814  0.261
37 Cl 2.8006 0.0981 -0.7222  0.088
38 C 2.8419 0.0329 -2.4973  -0.390
39 Cl 4.1591 -0.9976 -3.0864  -0.050
40 H 3.0011 1.0371 -2.8698  0.219
41 H 1.8999 -0.3919 -2.8246  0.246
42 C -1.8019 0.9831 3.5161  -0.685
43 C -0.8600 -0.1707 3.4366  0.341
44 C -1.1880 -1.4483 3.7842  -0.394
45 C -0.1838 -2.4370 3.6872  0.329
46 N 1.0510 -2.1603 3.3449  -0.508
47 C 1.3862 -0.8908 2.9997  0.297
48 S 2.9350 -0.4534 2.5868  -0.272
49 N 0.3974 0.0729 3.0259  -0.601
50 C -0.5024 -3.8711 3.9801  -0.658
51 H -2.7488 0.6712 3.9502  0.212
52 H -1.9876 1.3889 2.5190  0.275
53 H -1.3690 1.7830 4.1183  0.227
54 H -2.1895 -1.6874 4.1110  0.216
55 H 0.6211 0.9797 2.6165  0.459
56 H -1.1939 -3.9594 4.8191  0.204
57 H 0.4192 -4.4078 4.1911  0.232
58 H -0.9699 -4.3183 3.0989  0.247

4.
Computed, not measured: a structure of composition C21H22ClF6N5O6S3W, with ωB97M-V/def2-TZVPD.

Computed properties:
**Gap between HOMO and LUMO**: 5.5 eV
**HOMO energy**: -14.07 eV
**Multiplicity**: 1
**Charge**: +2
**F_max**: 0.80 eV/Å

Last column: natural (NBO) charge in e.
Geometry (Å):
1 W 0.8071 0.4574 -0.0395  1.929
2 N 2.7922 2.3367 -3.7740  -0.765
3 C 2.0997 2.0120 -2.6662  0.279
4 S 2.2709 0.3902 -2.0826  -0.047
5 N 1.2839 2.8624 -2.1535  -0.376
6 N 0.6092 2.4256 -1.0071  -0.342
7 C -0.1311 3.3937 -0.5567  0.220
8 C -0.8346 3.4912 0.6904  -0.231
9 C -1.6476 4.5931 0.9603  -0.096
10 C -2.2804 4.6944 2.1875  -0.197
11 C -2.0905 3.7061 3.1493  -0.123
12 C -1.2765 2.6042 2.9040  -0.251
13 C -0.6725 2.5334 1.6714  0.375
14 O 0.0864 1.4420 1.3291  -0.645
15 H 3.5178 1.7423 -4.1327  0.419
16 H 2.7088 3.2712 -4.1416  0.430
17 H -0.1625 4.2632 -1.2071  0.246
18 H -1.7817 5.3544 0.2028  0.240
19 H -2.9198 5.5389 2.3976  0.250
20 H -2.5885 3.7868 4.1060  0.246
21 H -1.1340 1.8238 3.6367  0.247
22 F -0.9936 -0.7669 3.9431  -0.300
23 C -1.4266 -1.8471 3.3086  0.769
24 F -2.6446 -2.1457 3.6957  -0.266
25 F -0.5964 -2.8577 3.5519  -0.296
26 S -1.4152 -1.5745 1.4866  2.236
27 O -0.0095 -1.1350 1.2356  -0.958
28 O -1.7573 -2.8081 0.8622  -0.867
29 N -2.4346 -0.3896 1.3916  -1.176
30 S -2.6433 0.3927 0.0474  2.246
31 O -1.3489 0.4988 -0.6824  -0.969
32 O -3.3901 1.5822 0.2364  -0.842
33 C -3.6689 -0.6861 -1.0749  0.767
34 F -4.6065 -1.2544 -0.3471  -0.273
35 F -2.9096 -1.6233 -1.6379  -0.311
36 F -4.1886 0.0832 -2.0077  -0.277
37 Cl 1.9566 1.3986 3.7006  0.126
38 C 2.2577 -0.0158 2.8012  0.042
39 C 2.2384 -1.2297 3.4435  -0.218
40 C 2.4869 -2.4036 2.7287  -0.058
41 C 2.7974 -2.3760 1.3779  -0.204
42 C 2.8691 -1.1557 0.7352  -0.145
43 C 2.5904 0.0661 1.4116  -0.139
44 C 2.6593 1.3190 0.6599  -0.589
45 H 2.0346 -1.2670 4.5046  0.266
46 H 2.4613 -3.3498 3.2542  0.255
47 H 3.0229 -3.2885 0.8454  0.250
48 H 3.2472 -1.1137 -0.2789  0.263
49 H 3.4646 1.3903 -0.0570  0.261
50 H 2.5295 2.2225 1.2472  0.267
51 C 0.5290 -3.8340 -1.4949  -0.419
52 N 0.0607 -2.9223 -2.5455  -0.334
53 C -0.4272 -3.4877 -3.8138  -0.418
54 C 0.0541 -1.6291 -2.3336  0.756
55 C -0.4582 -0.7070 -3.3887  -0.716
56 O 0.4709 -1.2314 -1.1793  -0.709
57 H 0.2432 -4.8434 -1.7709  0.236
58 H 0.0654 -3.5719 -0.5464  0.243
59 H 1.6141 -3.7784 -1.4104  0.211
60 H -0.1761 -4.5426 -3.8331  0.241
61 H 0.0510 -3.0009 -4.6600  0.227
62 H -1.5086 -3.3791 -3.8865  0.230
63 H -1.4467 -1.0323 -3.7110  0.265
64 H 0.2049 -0.7429 -4.2541  0.268
65 H -0.5153 0.3148 -3.0296  0.253